1.
The following is a quantum chemistry calculation of a molecular structure, C22H22N3O2Rh at a distorted geometry, from the Open Molecules 2025 dataset.

Geometry as XYZ:
```
50
Properties=species:S:1:pos:R:3:forces:R:3:nbo_charge:R:1
C 4.060718 4.177295 -1.644878 0.0 0.0 0.0 -0.097
C 3.602251 2.380592 -0.138838 0.1 0.0 0.0 -0.113
N 0.679721 -0.111020 1.382238 -0.1 0.2 -0.2 -0.100
C 2.132751 -1.556487 -1.636022 0.0 0.0 0.0 -0.671
H -3.159662 0.816492 -2.325812 0.0 0.0 0.0 0.250
C -2.609750 -1.428203 4.401937 0.1 0.0 0.0 -0.100
H -1.916443 -4.474086 0.017132 0.0 0.0 0.0 0.276
H 4.771793 4.850716 -2.104760 0.0 0.0 0.0 0.241
H -3.121078 -3.275379 0.485525 0.0 0.0 0.0 0.243
C 0.648582 -1.555606 -1.467617 0.2 0.1 0.0 0.100
H -3.696586 -0.199105 1.443620 0.0 0.0 0.0 0.234
O 0.512325 3.601155 -1.755645 -0.1 0.1 -0.1 -0.651
C -2.053154 -3.466440 0.415684 0.1 -0.1 0.0 -0.659
H 5.556191 3.164396 -0.462515 0.0 0.0 0.0 0.242
C 2.228083 2.457045 -0.463100 -0.1 -0.1 0.0 -0.305
C -1.247891 -1.392099 4.121898 -0.1 0.0 0.0 -0.185
H -1.773149 1.072330 -3.399857 0.0 0.0 0.0 0.251
C -1.365065 -2.482021 -0.482268 -0.8 0.2 0.0 0.068
H 2.469909 -2.561145 -1.896061 0.0 0.0 0.0 0.267
H 2.375052 5.019319 -2.680960 0.0 0.0 0.0 0.249
H 0.591578 -3.316446 -0.216894 0.0 0.0 0.0 0.265
H 3.922220 1.640450 0.581162 0.0 0.0 0.0 0.236
O 0.024839 1.615820 -0.103178 -0.2 0.2 -0.1 -0.666
H -1.617958 -3.462931 1.416053 0.0 0.0 0.0 0.243
C 4.508538 3.225375 -0.718604 0.0 0.0 0.0 -0.242
H 0.340890 0.225144 -2.621692 0.0 0.0 0.0 0.263
H -0.067585 3.058570 -1.202112 0.0 0.0 0.0 0.503
H -4.574185 -0.973431 3.641532 0.0 0.0 0.0 0.267
H 1.373484 -0.673352 3.238765 0.0 0.0 0.0 0.265
H 2.449269 -0.865392 -2.413648 0.0 0.0 0.0 0.252
C -0.150797 -0.563645 -2.062950 -0.2 0.3 -0.4 -0.167
H -2.897243 -0.247758 -3.705439 0.0 0.0 0.0 0.269
C -0.834588 -0.922071 2.891380 -0.1 -0.1 0.1 0.134
C 0.009236 -2.536622 -0.695112 0.0 0.1 0.2 -0.187
C -1.576494 -0.616676 -2.082767 0.2 0.6 0.0 0.003
C -2.394686 0.319182 -2.919658 0.1 0.0 -0.1 -0.648
H -2.958099 -1.780103 5.363568 0.0 0.0 0.0 0.263
C 1.789841 3.434926 -1.386676 0.1 -0.1 0.1 0.465
C 1.326560 1.505922 0.129904 -0.2 0.3 -0.1 0.610
N 1.758835 0.533169 0.914723 0.2 -0.2 0.2 -0.386
N -1.729405 -0.530530 1.945987 -0.1 0.4 0.0 -0.419
C -2.159540 -1.524802 -1.215027 -0.2 -0.3 0.4 -0.272
H -3.238519 -1.547647 -1.120876 0.0 -0.1 0.0 0.269
H 2.625541 -1.275641 -0.703542 0.0 0.0 0.0 0.271
C -3.032601 -0.544345 2.224500 -0.1 -0.1 0.0 0.077
C 0.544396 -0.633379 2.542236 0.0 0.0 0.1 0.063
C -3.511034 -0.984341 3.449534 0.0 0.0 -0.1 -0.211
H -0.515342 -1.694064 4.857838 0.0 0.0 0.0 0.262
C 2.729261 4.280104 -1.975822 0.0 0.0 0.0 -0.299
Rh -0.831011 -0.183238 0.137116 1.5 -1.6 -0.3 0.977
```
Positions in Å, forces in eV/Å.

HOMO level (spin up / spin down) ... -0.507 / -0.507 hartree
Orbital gap (spin up / spin down) ... 5.6 / 5.6 eV
Charge ... +2

---

2.
The following is a quantum chemistry calculation of C2H4N2OS in the gas phase at a distorted geometry, from the Open Molecules 2025 dataset.

Geometry as XYZ:
```
10
Properties=species:S:1:pos:R:3:forces:R:3:nbo_charge:R:1
O -0.468116 1.619073 0.214800 -2.5 1.5 2.8 -0.648
H 1.877891 1.573328 -0.530757 -0.3 0.4 0.3 0.354
C -0.328272 0.343803 -0.051863 1.2 0.6 0.4 0.172
N 1.153880 -1.482618 0.215834 -2.5 -1.5 0.0 -0.863
H 1.980010 -2.170799 0.386691 -2.2 2.2 -0.7 0.436
S -1.686929 -0.488031 -0.128625 -1.1 -2.1 -0.3 -0.059
C 1.184088 -0.137583 -0.046651 -0.6 0.0 -0.3 0.364
H -0.039195 -1.769933 0.109579 4.6 0.2 0.6 0.414
H -1.438408 1.658367 0.767829 3.6 0.2 -2.7 0.517
N 2.163348 0.672279 -0.187642 -0.2 -1.4 -0.1 -0.688
```
Positions in Å, forces in eV/Å.

HOMO level ... -0.342 hartree
Orbital gap ... 8.8 eV
Relative energy (zero: lowest compared OMol25 entry of this formula, charge and spin) ... 3.042 eV
SMILES string ... [H]/N=C(/N)C(O)=S
Charge ... 0

---

3.
The following is a quantum chemistry calculation of a molecular structure, C28H39BrCoIN7O2S2Si2, from the Open Molecules 2025 dataset.

Geometry as XYZ:
```
83
Properties=species:S:1:pos:R:3:forces:R:3:mulliken_spin:R:1
H -2.101935 1.746261 0.185799 0.0 0.0 0.0 0.002
C -2.494695 1.207279 1.048133 0.0 0.0 0.0 -0.002
C -0.408726 1.586371 -3.141187 -0.1 0.1 0.0 0.006
N 1.136728 2.439859 0.454117 -0.1 0.0 0.0 0.012
Si -1.129705 0.701920 2.236973 0.1 0.0 0.0 -0.008
H -0.641968 0.332983 -4.707809 0.0 0.0 0.0 0.000
C 4.147808 -0.511771 2.849130 0.1 0.0 -0.1 0.003
C 1.921700 3.077859 1.278620 -0.1 0.1 0.0 -0.002
H -0.999678 2.476948 3.944866 0.0 0.0 0.0 0.000
Si -0.413059 -2.188911 1.639007 0.1 0.1 0.0 0.004
C 0.167045 -0.381997 1.379861 -0.2 -0.2 -0.1 -0.013
C 0.256162 3.325912 -0.148544 0.0 0.0 -0.1 0.008
H 0.019188 -4.504284 1.019566 0.0 0.0 0.0 0.000
C 2.785390 -0.651224 -2.572456 -0.2 -0.1 0.1 0.005
H -0.415115 -2.164389 4.182737 0.0 0.0 0.0 0.000
H -3.200981 1.861399 1.568402 0.0 0.0 0.0 0.000
N 2.869498 1.310133 -1.371570 -0.3 -0.1 -0.1 -0.034
C 0.307025 4.599717 0.291882 0.0 0.0 0.0 -0.002
H -2.456439 -1.042422 3.598542 0.0 0.0 0.0 0.000
H 0.549284 -0.093235 -3.588065 0.0 0.0 0.0 -0.002
Br -3.590658 -4.200390 -2.540645 0.0 0.0 0.0 0.000
S 1.553121 4.760016 1.464801 0.1 0.0 0.0 0.000
H -2.567648 -3.200613 2.266180 0.0 0.0 0.0 0.000
N 0.034758 0.656491 -4.034594 0.0 0.0 0.0 0.002
C -2.265767 -2.543479 1.444879 0.0 0.0 0.0 0.000
H 2.715201 -2.455469 -3.725625 0.0 0.0 0.0 0.000
N 2.515227 -0.520812 1.112038 0.0 0.2 0.1 0.052
H -3.048329 0.346517 0.670498 0.0 0.0 0.0 0.000
H 3.372851 -0.233376 4.837545 0.0 0.0 0.0 0.000
C -1.477777 3.452097 -1.995601 0.0 0.1 0.0 0.001
H -2.837891 0.630962 3.994688 0.0 0.0 0.0 0.000
C -5.843973 -2.514276 -2.737205 0.0 0.0 0.0 0.000
H -1.360800 -0.091141 4.604609 0.0 0.0 0.0 0.000
C -4.508745 -0.154990 -2.168054 0.0 0.1 0.0 0.000
O 1.361119 -2.276071 -1.888165 0.0 0.1 -0.2 0.002
H -7.605461 -1.312498 -2.890660 0.0 0.0 0.0 0.000
H -0.593179 3.150785 2.373315 0.0 0.0 0.0 0.000
H 1.618490 -2.623293 -1.024085 -0.1 0.0 0.1 0.001
H 5.015535 1.926118 -2.655409 0.0 0.0 0.0 0.000
C -6.540636 -1.317794 -2.699614 0.0 0.0 0.0 0.000
I -1.745026 -1.292069 -1.799875 -0.3 -0.1 -0.2 0.005
H -2.071229 4.301049 -1.701071 0.0 0.0 0.0 -0.001
H 4.035901 1.786546 -4.108004 0.0 0.0 0.0 0.000
H -2.914478 -1.670852 1.467437 0.0 0.0 0.0 0.000
C 3.349719 0.650622 -2.413409 0.2 0.1 0.0 0.002
N 0.120170 1.780372 -1.968929 -0.2 -0.2 -0.1 0.044
H 3.674497 -1.137624 -4.446645 0.0 0.0 0.0 0.000
H 4.306851 -2.043637 -3.078892 0.0 0.0 0.0 0.000
H -2.457114 -3.077318 0.513299 0.0 0.0 0.0 0.000
C -0.447144 2.284496 3.021260 -0.1 0.0 0.0 0.000
H 1.489653 -3.585819 0.753012 0.0 0.0 -0.1 0.000
H -0.234701 5.453310 -0.077099 0.0 0.0 0.0 0.000
C 3.786523 -0.589858 1.520557 0.0 -0.1 0.0 0.013
C 0.400805 -3.558640 0.624749 0.0 0.1 0.0 -0.002
H -3.981744 0.762445 -1.938348 0.0 0.0 0.0 0.000
H -0.342944 -3.786004 3.497724 0.0 0.0 0.0 0.000
H 3.593816 3.154634 2.389870 0.0 0.0 0.0 0.000
C 3.133054 -0.315443 3.784151 -0.1 0.0 0.1 0.001
H -6.352530 -3.443359 -2.954418 0.0 0.0 0.0 0.000
C 1.824839 -0.228605 3.368830 0.0 0.0 0.0 -0.009
C -2.023880 -0.054499 3.735641 0.0 0.0 0.0 -0.003
C 1.509780 -0.365870 2.002433 0.0 -0.1 0.0 -0.025
N 2.921838 2.514473 2.000537 0.0 0.0 -0.1 0.000
O 3.361160 2.422900 -1.065216 0.1 0.1 0.0 -0.015
C 4.439580 1.227266 -3.259026 0.0 -0.1 0.0 -0.001
H 1.028702 -0.085356 4.086792 0.0 0.0 0.0 0.000
C -3.797749 -1.349387 -2.208860 0.2 -0.1 0.1 -0.001
N 1.753732 -0.924416 -1.826911 0.0 -0.1 0.2 0.009
Co 1.284822 0.516849 -0.411044 0.9 0.3 0.1 0.943
C 0.030414 -2.762580 3.390069 0.0 -0.1 0.0 -0.003
H -6.409859 0.801058 -2.375617 0.0 0.0 0.0 0.000
H 5.106298 0.456635 -3.645324 0.0 0.0 0.0 0.000
C -4.477884 -2.530144 -2.489940 0.1 0.0 0.0 0.000
S -1.719157 2.664881 -3.513206 0.1 -0.1 0.0 0.005
H 0.124462 -3.524909 -0.428093 0.0 -0.1 0.0 0.000
C -0.450010 2.868213 -1.343065 0.1 0.0 0.0 0.001
H 3.346756 1.712339 1.555197 0.0 0.0 0.0 0.000
H 4.531905 -0.699166 0.738722 0.0 0.0 0.0 0.001
H 1.109493 -2.795597 3.553333 0.0 0.0 0.0 0.000
H 5.184723 -0.589566 3.145478 0.0 0.0 0.0 0.000
H 0.610499 2.218600 3.279549 0.0 0.0 0.0 0.000
C -5.871510 -0.136993 -2.412983 0.0 0.0 0.0 0.000
C 3.393970 -1.636192 -3.519586 0.0 0.0 0.0 0.000
```
Positions in Å, forces in eV/Å.

HOMO level (spin up / spin down) ... -0.273 / -0.275 hartree
Multiplicity ... 2
Orbital gap (spin up / spin down) ... 7.9 / 7.9 eV
Relative energy (zero: lowest compared OMol25 entry of this formula, charge and spin) ... 0.091 eV
<S²> ... 0.815
Charge ... 0

---

4.
The following is a quantum chemistry calculation of 2 unconnected molecules or ions with the total composition C6H9N2O2 at a distorted geometry, from the Open Molecules 2025 dataset.

Geometry as XYZ:
```
19
Properties=species:S:1:pos:R:3:forces:R:3:nbo_charge:R:1
H 1.360279 1.441465 0.754667 0.7 2.3 -1.5 0.248
C 0.727585 -0.501324 0.265514 0.8 0.3 -1.5 -0.048
C 1.443020 -0.637053 -1.057893 0.0 0.4 -0.8 -0.230
H 2.984303 0.218959 -2.500537 -1.8 -0.3 2.3 0.262
H -2.129376 3.278421 0.844244 -0.2 -1.1 -0.1 0.509
N -1.072732 -2.247686 0.056449 1.4 -1.7 1.1 -0.626
C 1.099372 0.558701 1.188369 1.7 -2.6 3.1 -0.644
C -0.214477 -1.370131 0.335890 -0.9 -0.6 -0.7 0.484
H 1.118007 -1.428798 -1.693443 -0.1 -0.7 -0.2 0.220
C 2.346413 0.234189 -1.499674 0.8 -0.6 -1.7 -0.282
H 0.365069 0.732451 1.907332 -1.6 0.4 0.9 0.251
H 1.952729 0.237476 1.871688 -0.6 0.3 -1.2 0.269
N -2.620306 1.442196 0.400383 0.5 2.5 1.5 -0.229
C -2.452813 0.437737 -0.214268 -0.6 0.9 -0.6 0.774
O -2.663622 -0.452923 -0.943732 0.2 -1.0 -0.3 -0.550
H -2.037850 -2.124359 -0.152080 -0.9 1.1 -0.7 0.461
H 2.506203 1.040557 -0.850173 0.8 1.3 0.5 0.191
H -0.830092 -3.235029 0.125965 0.2 0.0 0.5 0.431
O -1.881716 2.375145 1.161306 -0.2 -0.9 -0.8 -0.492
```
Positions in Å, forces in eV/Å.

HOMO level ... -0.512 hartree
Orbital gap ... 9.3 eV
Relative energy (zero: lowest compared OMol25 entry of this formula, charge and spin) ... 6.176 eV
Charge ... +1

---

5.
The following is a quantum chemistry calculation of a molecular structure, C4H9N2 at a distorted geometry, from the Open Molecules 2025 dataset.

Geometry as XYZ:
```
15
Properties=species:S:1:pos:R:3:forces:R:3:nbo_charge:R:1
H 0.414886 -2.272057 -0.224957 0.0 0.1 -0.1 0.246
H 0.500010 0.820100 -2.243787 0.1 0.0 0.1 0.429
H -2.271620 0.026867 -0.012650 0.0 0.0 0.0 0.236
C 0.883993 -0.120960 1.158792 0.5 0.0 -2.9 -0.156
H 1.451495 -0.899038 1.645064 0.2 -0.1 0.0 0.239
C 0.024973 -1.292690 -0.502410 -0.1 -0.4 -0.6 -0.273
H -1.110840 1.377405 0.130561 0.0 0.0 -0.1 0.187
C -1.454346 0.434042 0.577982 -0.4 0.4 0.0 -0.436
C 1.039291 -0.205063 -0.588662 -0.3 0.5 3.4 0.384
H 0.967861 0.865853 1.596963 -0.1 0.1 0.1 0.235
H 1.505490 1.684194 -1.137244 0.0 -0.1 0.0 0.439
H -0.706465 -1.374988 -1.307006 0.0 0.0 0.1 0.235
N -0.404272 -0.537828 0.683384 0.1 -0.6 0.4 -0.309
N 0.989748 0.841028 -1.353568 0.0 0.0 -0.4 -0.704
H -1.830203 0.653134 1.577536 0.0 0.0 -0.1 0.248
```
Positions in Å, forces in eV/Å.

HOMO level ... -0.515 hartree
Orbital gap ... 9.8 eV
Relative energy (zero: lowest compared OMol25 entry of this formula, charge and spin) ... 2.883 eV
Charge ... +1

---

6.
The following is a quantum chemistry calculation of a molecular structure, H10O5 at a distorted geometry, from the Open Molecules 2025 dataset.

Geometry as XYZ:
```
15
Properties=species:S:1:pos:R:3:forces:R:3:nbo_charge:R:1
H -2.170891 -0.562614 -0.715335 -1.0 -0.5 1.3 0.412
H 0.040079 -3.109852 2.286011 -0.1 0.1 0.0 0.473
O -0.229173 -0.045983 -2.405053 8.1 3.0 -8.9 -0.880
O -0.087126 -2.618196 1.466814 0.1 -0.1 0.0 -0.941
H 1.138824 2.406113 -0.865733 -0.1 -0.1 0.0 0.468
H -0.913824 0.539153 -2.748356 0.5 -0.2 0.1 0.471
H 0.546695 0.723114 2.808371 0.0 0.1 -0.1 0.468
O -1.350771 -0.481360 -1.215127 -7.6 -2.8 7.6 -0.929
H 0.591151 -2.965920 0.876882 0.0 0.0 0.1 0.468
O 1.253815 1.376561 2.763894 0.1 -0.2 0.1 -0.941
H -0.258780 -0.810691 -2.991000 0.2 0.3 -0.3 0.453
O 0.482195 2.354368 -0.162064 0.1 0.2 -0.2 -0.935
H -0.772452 -1.147431 -0.826686 -0.2 0.2 0.2 0.472
H 1.727510 1.154759 1.954322 -0.2 0.2 0.0 0.473
H 0.002747 3.187980 -0.226943 0.0 -0.1 0.1 0.467
```
Positions in Å, forces in eV/Å.

HOMO level ... -0.287 hartree
Orbital gap ... 8.3 eV
Relative energy (zero: lowest compared OMol25 entry of this formula, charge and spin) ... 5.169 eV
Charge ... 0

---

What did the second record say?
The following is a quantum chemistry calculation of C2H4N2OS in the gas phase at a distorted geometry, from the Open Molecules 2025 dataset.

Geometry as XYZ:
```
10
Properties=species:S:1:pos:R:3:forces:R:3:nbo_charge:R:1
O -0.468116 1.619073 0.214800 -2.5 1.5 2.8 -0.648
H 1.877891 1.573328 -0.530757 -0.3 0.4 0.3 0.354
C -0.328272 0.343803 -0.051863 1.2 0.6 0.4 0.172
N 1.153880 -1.482618 0.215834 -2.5 -1.5 0.0 -0.863
H 1.980010 -2.170799 0.386691 -2.2 2.2 -0.7 0.436
S -1.686929 -0.488031 -0.128625 -1.1 -2.1 -0.3 -0.059
C 1.184088 -0.137583 -0.046651 -0.6 0.0 -0.3 0.364
H -0.039195 -1.769933 0.109579 4.6 0.2 0.6 0.414
H -1.438408 1.658367 0.767829 3.6 0.2 -2.7 0.517
N 2.163348 0.672279 -0.187642 -0.2 -1.4 -0.1 -0.688
```
Positions in Å, forces in eV/Å.

HOMO level ... -0.342 hartree
Orbital gap ... 8.8 eV
Relative energy (zero: lowest compared OMol25 entry of this formula, charge and spin) ... 3.042 eV
SMILES string ... [H]/N=C(/N)C(O)=S
Charge ... 0

---

Which value of charge does entry 1 give? +2

---

Please write out number 6 again, unchanged.
The following is a quantum chemistry calculation of a molecular structure, H10O5 at a distorted geometry, from the Open Molecules 2025 dataset.

Geometry as XYZ:
```
15
Properties=species:S:1:pos:R:3:forces:R:3:nbo_charge:R:1
H -2.170891 -0.562614 -0.715335 -1.0 -0.5 1.3 0.412
H 0.040079 -3.109852 2.286011 -0.1 0.1 0.0 0.473
O -0.229173 -0.045983 -2.405053 8.1 3.0 -8.9 -0.880
O -0.087126 -2.618196 1.466814 0.1 -0.1 0.0 -0.941
H 1.138824 2.406113 -0.865733 -0.1 -0.1 0.0 0.468
H -0.913824 0.539153 -2.748356 0.5 -0.2 0.1 0.471
H 0.546695 0.723114 2.808371 0.0 0.1 -0.1 0.468
O -1.350771 -0.481360 -1.215127 -7.6 -2.8 7.6 -0.929
H 0.591151 -2.965920 0.876882 0.0 0.0 0.1 0.468
O 1.253815 1.376561 2.763894 0.1 -0.2 0.1 -0.941
H -0.258780 -0.810691 -2.991000 0.2 0.3 -0.3 0.453
O 0.482195 2.354368 -0.162064 0.1 0.2 -0.2 -0.935
H -0.772452 -1.147431 -0.826686 -0.2 0.2 0.2 0.472
H 1.727510 1.154759 1.954322 -0.2 0.2 0.0 0.473
H 0.002747 3.187980 -0.226943 0.0 -0.1 0.1 0.467
```
Positions in Å, forces in eV/Å.

HOMO level ... -0.287 hartree
Orbital gap ... 8.3 eV
Relative energy (zero: lowest compared OMol25 entry of this formula, charge and spin) ... 5.169 eV
Charge ... 0